[1]
C33H71INNbO19P as an isolated structure, computed with wB97M-V/def2-TZVPD.

CARTESIAN COORDINATES (ANGSTROEM)
C 5.5546 -4.3849 0.3079
C 5.8766 -3.6673 -1.1313
O 5.1165 -4.1754 -2.2755
C 3.6673 -4.2026 -2.0474
C 3.0347 -2.7233 -1.5850
O 1.5964 -2.6753 -1.5891
Nb 0.6631 -0.9851 -2.3737
C 2.1196 -0.8161 -4.1861
C 2.4774 -2.2561 -4.8703
O 3.9340 -2.4940 -4.8939
C 1.8400 0.5224 -1.1493
C 2.6174 0.0626 0.1661
C 1.9278 -0.9471 1.2230
I 1.2840 0.2478 2.9737
C -0.6074 -2.3622 -3.6587
C -2.2161 -2.0794 -3.6673
C -3.1228 -3.1583 -2.8019
C -4.6674 -2.6214 -2.5452
C -4.7848 -1.2886 -1.6071
N -4.9784 -1.5571 -0.1254
C -0.4517 0.7738 -3.2969
C 0.4454 2.0445 -3.7705
C -0.3505 3.4047 -3.2377
C 0.3173 4.8097 -3.7530
C 1.8651 4.9608 -3.2157
O 1.8860 5.2755 -1.7543
C 3.3056 5.1536 -1.3686
C 3.8174 3.6489 -0.8980
O 4.1066 6.2246 -1.4577
P -1.2781 -1.0797 -0.6376
O -1.2552 -2.6239 0.1903
O -1.1691 0.2454 0.4847
H 5.7519 -5.5461 0.3199
H 4.4150 -4.2514 0.6368
H 6.1895 -3.9020 1.1779
H 5.7530 -2.4934 -1.0247
H 7.0381 -3.8382 -1.3346
H 3.3244 -5.0095 -1.2424
H 3.1621 -4.5386 -3.0572
H 3.3863 -2.6263 -0.4464
H 3.6262 -1.9020 -2.1595
H 1.6308 -0.1471 -5.0180
H 3.1299 -0.2991 -3.8307
H 2.0049 -3.1612 -4.2766
H 2.0179 -2.3107 -5.9657
H 4.1542 -3.4670 -4.7102
H 1.1203 1.4345 -0.8755
H 2.6421 1.0003 -1.8939
H 3.6641 -0.4129 -0.1573
H 2.9295 1.0442 0.7714
H 2.8007 -1.6460 1.6465
H 1.1163 -1.6787 0.8177
H -0.4691 -3.4804 -3.2624
H -0.2826 -2.4154 -4.8071
H -2.5552 -1.0171 -3.3265
H -2.6015 -2.1922 -4.7926
H -3.2518 -4.1012 -3.5237
H -2.6026 -3.5598 -1.8361
H -5.2700 -2.4208 -3.5349
H -5.2213 -3.4954 -1.9716
H -3.9046 -0.5245 -1.6966
H -5.7576 -0.7054 -1.9817
H -4.0228 -1.5159 0.3254
H -5.5629 -0.7584 0.2244
H -1.3167 1.1200 -2.5556
H -1.0243 0.3724 -4.2630
H 0.3743 2.1042 -4.9600
H 1.5782 2.0194 -3.4948
H -1.4436 3.3225 -3.7096
H -0.4901 3.3293 -2.0706
H 0.1977 4.9171 -4.9117
H -0.3025 5.6824 -3.2453
H 2.3408 5.9003 -3.7636
H 2.5319 4.0180 -3.4351
H 4.9877 3.6902 -0.6660
H 3.6300 2.9463 -1.8308
H 3.2269 3.2244 0.0331
H -0.3754 -3.0946 0.0909
H -0.8117 1.0856 0.0729
C -2.5854 -1.2587 4.4652
O -3.0422 -1.5038 5.7940
C -2.0494 -1.6758 6.7029
O -0.8510 -1.6370 6.4719
O -2.6210 -1.8984 7.9132
C -1.6892 -2.0985 8.9743
H -3.4623 -1.1367 3.8235
H -1.9969 -0.3365 4.4232
H -2.0029 -2.1084 4.0944
H -1.0649 -1.2098 9.1126
H -1.0710 -2.9817 8.7837
H -2.2556 -2.2673 9.8942
C 10.9356 7.6512 -2.9777
O 9.5723 7.6164 -3.3954
C 8.7446 6.9576 -2.5455
O 9.0715 6.4193 -1.4994
O 7.4902 7.0015 -3.0612
C 6.5057 6.3430 -2.2667
H 11.5058 8.2019 -3.7309
H 11.0331 8.1748 -2.0212
H 11.3443 6.6379 -2.9093
H 6.4261 6.8142 -1.2817
H 6.7374 5.2774 -2.1699
H 5.5418 6.4406 -2.7735
C -6.3710 3.4435 4.1248
O -6.7125 2.6547 5.2630
C -5.6496 2.0922 5.8917
O -4.4788 2.2096 5.5653
O -6.1150 1.3765 6.9464
C -5.0999 0.7238 7.7064
H -7.2962 3.8437 3.7011
H -5.7332 4.2846 4.4152
H -5.8807 2.8293 3.3626
H -4.4112 1.4561 8.1400
H -4.5589 0.0009 7.0873
H -5.5847 0.1821 8.5231
C -7.6336 -5.2909 1.1010
O -7.1442 -4.1345 1.7776
C -7.1991 -4.2145 3.1311
O -7.6184 -5.1621 3.7771
O -6.7068 -3.0576 3.6413
C -6.7031 -2.9993 5.0663
H -7.5422 -5.1170 0.0254
H -7.0362 -6.1712 1.3595
H -8.6903 -5.4563 1.3346
H -6.0685 -3.7880 5.4833
H -7.7226 -3.0731 5.4583
H -6.2895 -2.0319 5.3640

The HOMO-LUMO gap comes out at 0.2110 hartree. As for the LUMO energy: 1.521 eV. For the strongest force on any atom, the calculation gives 9.07 eV/Å. Its net charge is -1.



[2]
A 12-piece molecular cluster, C33H71N5O24 overall, computed with wB97M-V/def2-TZVPD.

CARTESIAN COORDINATES (ANGSTROEM)
C -5.1369 -1.4169 0.7189
N -6.1938 -2.5362 0.7023
O -6.0826 -3.4779 -0.0700
O -7.0131 -2.4535 1.6065
H -5.5370 -0.4689 0.3592
H -4.3614 -1.6314 -0.0165
H -4.8383 -1.2739 1.7574
C -0.3814 -2.0115 3.4330
N -1.2309 -0.7585 3.1985
O -2.2588 -0.9057 2.5941
O -0.7427 0.3670 3.4781
H -0.9836 -2.8536 3.7741
H 0.3948 -1.7203 4.1408
H 0.0431 -2.3361 2.4830
C 2.2064 -1.7517 -4.1167
N 3.2621 -2.7849 -3.8109
O 3.9408 -2.5969 -2.8483
O 3.3376 -3.6950 -4.6047
H 1.3710 -2.1066 -4.7204
H 2.7029 -0.9328 -4.6373
H 1.8588 -1.4216 -3.1378
C 0.9167 -4.8484 -0.8581
N 0.1747 -3.5650 -1.0513
O 0.0439 -2.7942 -0.0807
O -0.1228 -3.2155 -2.1853
H 1.2640 -5.2748 -1.7992
H 0.2837 -5.5005 -0.2563
H 1.7563 -4.6460 -0.1931
C -2.6783 -0.2461 -5.3534
N -1.9906 1.0945 -5.2994
O -0.7383 1.1757 -5.2121
O -2.7738 2.0216 -5.2887
H -1.9845 -0.8876 -5.8968
H -3.6536 -0.1799 -5.8358
H -2.8607 -0.3789 -4.2870
C 1.8482 2.2377 1.3166
C 1.8083 0.7187 1.0503
O 0.4827 0.4109 0.7037
C 0.0116 0.4037 -0.5378
C -1.4414 0.0284 -0.6201
O 0.7149 0.6298 -1.6157
H 1.1331 2.4974 2.0972
H 1.5656 2.8665 0.4723
H 2.8145 2.6218 1.6434
H 2.4453 0.5190 0.1887
H 2.2248 0.2806 1.9573
H -1.5855 -0.3155 -1.6443
H -2.1858 0.7256 -0.2355
H -1.6512 -0.8625 -0.0281
C 2.5671 3.3854 4.9033
C 4.0844 3.1275 4.9355
O 4.4289 1.7586 5.1344
C 5.6733 1.2842 5.0331
C 5.7546 -0.1097 5.4758
O 6.6223 1.8863 4.5630
H 2.1303 3.3737 5.9019
H 2.1461 2.6005 4.2749
H 2.2697 4.3077 4.4044
H 4.6268 3.4157 4.0351
H 4.6123 3.6640 5.7239
H 4.8455 -0.6781 5.2791
H 6.0166 -0.1817 6.5314
H 6.4911 -0.6684 4.8984
C 6.1897 -0.2117 0.9160
C 6.0203 1.0066 0.0300
O 5.9291 2.1816 0.8337
C 5.8621 3.4029 0.2553
C 6.1760 4.4417 1.3072
O 5.8363 3.7057 -0.8946
H 6.4486 -1.1165 0.3661
H 5.2893 -0.3807 1.5065
H 7.0305 -0.0768 1.5964
H 6.9764 1.1064 -0.4838
H 5.0661 0.8940 -0.4846
H 7.0593 5.0235 1.0438
H 6.4453 3.9404 2.2369
H 5.3366 5.1347 1.3640
C -3.7142 3.3951 3.9781
C -3.1882 2.0856 3.2811
O -3.2781 2.1513 1.8705
C -4.4561 1.9989 1.2997
C -4.4293 2.2290 -0.2121
O -5.4752 1.6063 1.8547
H -4.7802 3.5630 3.8250
H -3.2195 4.3181 3.6755
H -3.5024 3.3169 5.0445
H -2.1210 2.1333 3.4974
H -3.6300 1.1621 3.6555
H -4.3376 1.2547 -0.6921
H -3.6345 2.8972 -0.5437
H -5.4018 2.6027 -0.5325
C 2.9567 -3.2247 2.1259
C 2.2447 -4.2978 3.0021
O 1.7985 -5.3714 2.1383
C 2.1602 -6.6192 2.2574
C 1.5135 -7.4854 1.1458
O 2.9976 -7.0720 3.0539
H 2.3646 -2.8834 1.2768
H 3.8822 -3.7346 1.8586
H 3.2223 -2.3450 2.7122
H 2.9273 -4.6702 3.7660
H 1.3032 -3.8883 3.3681
H 1.8076 -7.0631 0.1849
H 0.4311 -7.4908 1.2744
H 1.9107 -8.4997 1.1853
C -0.8578 5.5285 -6.3521
C -1.6661 5.7091 -5.1294
O -1.0413 5.0114 -4.0234
C -1.6816 4.8164 -2.8820
C -0.7821 4.0657 -1.8937
O -2.8263 5.1845 -2.6184
H 0.1245 5.9938 -6.2708
H -1.3542 6.0304 -7.1826
H -0.7113 4.4642 -6.5362
H -1.7156 6.7843 -4.9574
H -2.6506 5.2720 -5.2962
H -1.2375 4.0927 -0.9037
H 0.2668 4.3607 -1.8640
H -0.7960 3.0004 -2.1238
C -7.7340 -1.7443 -3.1063
C -6.2226 -1.3883 -3.0743
O -5.4769 -2.5706 -3.2793
C -4.1922 -2.5367 -3.0180
C -3.6458 -3.9222 -3.2194
O -3.5289 -1.6409 -2.5640
H -7.8849 -2.4313 -2.2737
H -8.0384 -2.1700 -4.0625
H -8.2851 -0.8132 -2.9739
H -6.0542 -0.7381 -3.9328
H -5.9559 -0.8016 -2.1953
H -3.6026 -4.4251 -2.2533
H -2.6508 -3.6641 -3.5819
H -4.2636 -4.5035 -3.9040

Its SMILES is C[N+](=O)[O-].C[N+](=O)[O-].C[N+](=O)[O-].C[N+](=O)[O-].C[N+](=O)[O-].CCOC(C)=O.CCOC(C)=O.CCOC(C)=O.CCOC(C)=O.CCOC(C)=O.CCOC(C)=O.CCOC(C)=O. The HOMO-LUMO gap comes out at 0.3417 hartree. As for the LUMO energy: -0.636 eV. For the strongest force on any atom, the calculation gives 5.88 eV/Å. Its net charge is 0.



[3]
A 6-piece molecular cluster, C33H72F5N5O7S3 overall, computed with wB97M-V/def2-TZVPD.

CARTESIAN COORDINATES (ANGSTROEM)
C 2.6225 -16.0257 2.0571
C 1.9311 -16.6939 0.8732
C 0.7820 -17.6362 1.2021
N 0.1912 -18.3421 -0.0069
C -0.5755 -17.3407 -0.9009
C 1.1867 -19.1775 -0.8543
C 0.3834 -20.3450 -1.4263
C -0.8824 -20.4930 -0.5338
C -0.8058 -19.3567 0.5319
H 2.2184 -15.0465 2.3139
H 3.6647 -15.7884 1.8433
H 2.6805 -16.6412 2.9549
H 2.7287 -17.2781 0.4143
H 1.5422 -15.8960 0.2405
H 0.0385 -16.9995 1.6815
H 1.2235 -18.3573 1.8901
H 0.1472 -16.5742 -1.1808
H -1.4172 -16.9406 -0.3357
H -1.0337 -17.7467 -1.8027
H 1.5239 -18.5181 -1.6540
H 2.0328 -19.4335 -0.2166
H 0.0184 -20.1291 -2.4304
H 1.0362 -21.2178 -1.4404
H -1.8001 -20.5712 -1.1166
H -0.7933 -21.4620 -0.0427
H -1.7258 -18.7923 0.6844
H -0.4173 -19.6912 1.4938
C 8.4696 -21.9333 -0.9038
C 7.5594 -20.7631 -1.3859
C 8.0544 -19.3245 -0.9919
N 7.3114 -18.1126 -1.7407
C 7.9720 -17.9075 -3.0892
C 7.4309 -16.7609 -0.9979
C 6.0796 -16.0326 -1.4287
C 5.1326 -17.0244 -2.0153
C 5.7627 -18.3907 -1.8321
H 9.4936 -21.7513 -1.2301
H 8.1174 -22.8954 -1.2760
H 8.5414 -21.9683 0.1833
H 6.5476 -20.8768 -0.9968
H 7.4774 -20.8497 -2.4694
H 9.1396 -19.2240 -1.0098
H 7.7061 -19.1378 0.0239
H 7.2781 -17.3177 -3.6881
H 8.2425 -18.8418 -3.5813
H 8.9259 -17.3983 -2.9518
H 8.2790 -16.1081 -1.2045
H 7.4544 -17.1263 0.0288
H 6.3961 -15.1801 -2.0296
H 5.5924 -15.5611 -0.5753
H 4.8805 -16.7135 -3.0292
H 4.2040 -17.0373 -1.4447
H 5.5686 -19.1730 -2.5659
H 5.5630 -18.7666 -0.8286
C 6.6077 -26.4657 -0.4094
C 5.5014 -25.4876 -0.9308
C 5.2258 -25.4934 -2.4637
N 4.2914 -24.3593 -2.9732
C 4.7476 -22.9599 -2.4830
C 2.8682 -24.5670 -2.3868
C 1.9800 -23.7064 -3.2730
C 2.7754 -23.5864 -4.6391
C 4.0691 -24.3823 -4.4884
H 6.8943 -26.1347 0.5889
H 7.5533 -26.4434 -0.9512
H 6.2816 -27.5057 -0.4080
H 5.8719 -24.5225 -0.5850
H 4.5667 -25.7148 -0.4181
H 4.7597 -26.4256 -2.7830
H 6.2109 -25.2874 -2.8822
H 4.8152 -22.8307 -1.4028
H 4.0404 -22.1948 -2.8032
H 5.6913 -22.6874 -2.9554
H 3.0382 -24.1653 -1.3878
H 2.7856 -25.6528 -2.4349
H 2.0005 -22.7629 -2.7275
H 0.9635 -24.0533 -3.4589
H 2.9571 -22.5568 -4.9474
H 2.2155 -23.9432 -5.5035
H 4.8892 -23.8549 -4.9756
H 4.0281 -25.4585 -4.6563
C 6.3963 -24.3792 3.9931
C 5.6224 -23.4037 4.8995
C 6.0500 -23.3937 6.4577
N 5.3980 -22.2716 7.2860
C 3.8385 -22.1841 6.9464
C 5.7881 -22.3662 8.7210
C 5.6539 -20.9917 9.3479
C 5.7685 -20.0197 8.1743
C 6.0070 -20.9256 6.9751
H 6.1160 -25.4187 4.1634
H 7.4768 -24.3002 4.1126
H 6.0793 -23.9892 3.0259
H 4.5464 -23.5104 4.7618
H 5.8712 -22.4034 4.5453
H 7.1277 -23.3261 6.6065
H 5.8439 -24.3600 6.9181
H 3.5768 -21.6908 7.8825
H 3.4228 -23.1918 6.9499
H 3.7756 -21.6102 6.0219
H 5.1105 -23.1447 9.0715
H 6.8376 -22.6534 8.7841
H 4.6484 -20.9399 9.7655
H 6.4406 -20.8133 10.0808
H 4.9669 -19.3353 7.8968
H 6.6687 -19.4051 8.1810
H 5.5997 -20.5431 6.0392
H 7.0608 -21.1080 6.7645
C 3.3607 -21.5666 0.9542
F 3.6407 -21.1785 -0.2741
F 2.0490 -21.6823 1.2878
F 3.9228 -22.7293 1.0959
S 4.3541 -20.4672 2.2246
O 3.8600 -19.1167 2.0092
O 4.1473 -21.0283 3.5417
O 5.7412 -20.5315 1.7795
N 0.8174 -26.4155 1.7434
S 0.2752 -27.0491 3.2292
O -0.5369 -26.0933 3.9994
O 1.1232 -27.9624 4.0005
F -0.7763 -28.0843 2.6843
S 1.7821 -25.4370 2.2894
O 3.0226 -25.9320 2.9591
O 1.2837 -24.1537 2.7309
F 2.3737 -24.9628 0.8295

The HOMO-LUMO gap comes out at 0.2746 hartree. As for the LUMO energy: -4.408 eV. For the strongest force on any atom, the calculation gives 8.86 eV/Å. Its net charge is +2.



| no. | E_HOMO (eV) |
| --- | --- |
| 1 | -4.22 |
| 2 | -9.93 |
| 3 | -11.88 |